(1)
Here is a molecular structure, C4H8O2 from the Open Molecules 2025 dataset. Energies are from ωB97M-V/def2-TZVPD.

The calculation puts the highest occupied orbital energy at -7.96 eV. The HOMO-LUMO gap comes out at 8.43 eV. Its molar mass is 88.11 g/mol. Its energy relative to the best compared isomer or geometry (same formula, charge and spin) is 5.259 eV.

Cartesian coordinates (Å):
C (1.53514, -0.17687, -0.25331)
C (0.47290, -0.07210, 0.81539)
C (-0.77136, 0.73384, 0.65446)
O (-1.09445, 1.28872, -0.60822)
C (-0.85729, -0.80257, 0.79029)
O (-1.07938, -1.21304, -0.94535)
H (2.06057, -1.13389, -0.17001)
H (1.11001, -0.13183, -1.26025)
H (2.27335, 0.62700, -0.15063)
H (0.87436, -0.07804, 1.83019)
H (-1.17155, 1.31173, 1.48612)
H (-0.35453, 1.83620, -0.90154)
H (-1.84564, -1.71057, -0.61926)
H (-1.40501, -0.35248, -1.30381)

=====

(2)
Here is a molecular structure, C19H50B4N4O9 from the Open Molecules 2025 dataset. Energies are from ωB97M-V/def2-TZVPD.

The calculation puts the highest occupied orbital energy at -8.61 eV. The HOMO-LUMO gap comes out at 8.95 eV. Its molar mass is 521.88 g/mol. Its energy relative to the best compared isomer or geometry (same formula, charge and spin) is 0.000 eV.

Cartesian coordinates (Å):
C (2.53711, 2.20618, 2.66519)
C (1.68762, 1.48095, 1.62945)
C (1.47324, 2.31625, 0.32439)
C (-0.01217, 2.44743, -0.06303)
B (2.37404, 1.62722, -0.75129)
O (1.86806, 0.88967, -1.82181)
B (2.30520, -0.42126, -1.68120)
C (1.29283, -1.61143, -1.55829)
C (1.81448, -2.89582, -0.92935)
O (0.77685, -3.88260, -0.86944)
C (2.36887, -2.67524, 0.47305)
N (3.20298, -3.80504, 0.89693)
O (3.67813, -0.58707, -1.58311)
B (4.40809, 0.38865, -0.90603)
B (6.01849, 0.02935, -0.44321)
N (6.34864, -0.64670, 0.81316)
O (7.02109, 0.38201, -1.30577)
O (3.75440, 1.57052, -0.58009)
H (2.58144, 1.65558, 3.60610)
H (2.11365, 3.18996, 2.87719)
H (3.55530, 2.35452, 2.30192)
H (2.17175, 0.52259, 1.40069)
H (0.71239, 1.23585, 2.05290)
H (1.89544, 3.30597, 0.52426)
H (-0.61129, 1.68410, 0.43533)
H (-0.17345, 2.34296, -1.13355)
H (-0.40377, 3.41507, 0.25280)
H (0.91625, -1.83225, -2.56471)
H (0.43121, -1.24630, -0.98421)
H (2.57919, -3.34220, -1.57253)
H (-0.06995, -3.43551, -0.92268)
H (1.51807, -2.60997, 1.15428)
H (2.91789, -1.72685, 0.52280)
H (3.76520, -3.51316, 1.68899)
H (3.86556, -4.00682, 0.15345)
H (5.74279, -0.37346, 1.57781)
H (6.40394, -1.65761, 0.81124)
H (7.77330, -0.22050, -1.33298)
C (-1.05126, 2.37440, -3.84242)
O (-2.02425, 3.18128, -3.20318)
C (-1.63375, 4.54330, -3.06549)
C (-2.51594, 5.43891, -3.90769)
N (-2.26460, 5.23135, -5.32529)
C (-3.18808, 5.92033, -6.21690)
C (-4.65169, 5.49419, -6.18773)
O (-4.87411, 4.17759, -6.65662)
C (-4.78162, 3.15544, -5.68476)
H (-1.40168, 1.34406, -3.81619)
H (-0.91141, 2.68000, -4.88479)
H (-0.09401, 2.43358, -3.31650)
H (-0.58140, 4.67792, -3.33299)
H (-1.75476, 4.81430, -2.01261)
H (-2.30131, 6.48318, -3.65953)
H (-3.55835, 5.23697, -3.62215)
H (-2.29822, 4.23849, -5.51957)
H (-2.82416, 5.78684, -7.23838)
H (-3.14041, 6.99303, -6.00031)
H (-5.20081, 6.15301, -6.86515)
H (-5.09474, 5.61688, -5.19166)
H (-5.09598, 3.51025, -4.69840)
H (-3.76911, 2.75015, -5.59715)
H (-5.44483, 2.34815, -5.99468)
C (-2.33592, -2.23410, 6.62926)
O (-2.51614, -3.60700, 6.35814)
C (-3.35281, -3.88191, 5.24093)
C (-2.56461, -4.54071, 4.13058)
N (-1.61352, -3.60777, 3.54725)
C (-0.68753, -4.19993, 2.58798)
C (0.30909, -5.23256, 3.10074)
O (1.26882, -4.70616, 4.00170)
C (0.88888, -4.69269, 5.36208)
H (-1.75393, -2.16179, 7.54638)
H (-1.79725, -1.71925, 5.82544)
H (-3.29450, -1.72640, 6.78029)
H (-3.82068, -2.96101, 4.87931)
H (-4.14384, -4.56044, 5.57179)
H (-3.25954, -4.87169, 3.35235)
H (-2.08598, -5.43758, 4.54941)
H (-1.08230, -3.17889, 4.29490)
H (-0.11737, -3.38690, 2.13724)
H (-1.26961, -4.66000, 1.78243)
H (0.87179, -5.59932, 2.23953)
H (-0.19825, -6.09422, 3.55239)
H (0.22432, -5.52839, 5.60236)
H (0.38756, -3.76336, 5.65102)
H (1.79693, -4.78653, 5.95802)

=====

(3)
Here is a molecular structure, C8H25N6O8Sr from the Open Molecules 2025 dataset. Energies are from ωB97M-V/def2-TZVPD.

The calculation puts the highest occupied orbital energy (alpha / beta) at -14.04 / -14.04 eV. As for the total charge: +2. The HOMO-LUMO gap (alpha / beta) comes out at 7.79 / 2.95 eV. As for the spin multiplicity: 2. Its molar mass is 420.94 g/mol.

Cartesian coordinates (Å):
Sr (15.21535, 5.77421, 0.43815)
N (12.12145, 7.81607, 0.29499)
O (11.40151, 6.86477, 0.20306)
O (13.31916, 7.62573, 0.35722)
O (11.67269, 8.95353, 0.50368)
C (10.80031, 8.52971, 4.34109)
O (10.69191, 8.64131, 5.56461)
N (11.69688, 9.04367, 3.55438)
N (9.87883, 7.96561, 3.67447)
H (11.50195, 9.19741, 2.57537)
H (12.37515, 9.70141, 3.91136)
H (10.11140, 7.89664, 2.69403)
H (9.01577, 7.77083, 4.16158)
C (15.84460, 10.69103, 0.24955)
O (16.55419, 9.90428, 0.84956)
N (14.55958, 10.63681, 0.03259)
N (16.27811, 11.85246, -0.10432)
H (14.03234, 9.83134, 0.33810)
H (14.11159, 11.30783, -0.57498)
H (17.24200, 11.98746, 0.16549)
H (15.60140, 12.55338, -0.37052)
C (14.84751, 4.08504, -2.74511)
O (14.27123, 4.43196, -1.50533)
C (12.98922, 3.78397, -1.30477)
C (12.77724, 3.40733, 0.23645)
N (12.92661, 4.63624, 0.99283)
C (12.80896, 4.44083, 2.40995)
C (13.13357, 5.67047, 3.31545)
O (14.39044, 6.24135, 3.00510)
C (14.71036, 7.58178, 3.50008)
H (14.96789, 3.01700, -2.92650)
H (15.85232, 4.50730, -2.75718)
H (14.35101, 4.44881, -3.64470)
H (12.78848, 2.86393, -1.85370)
H (12.18223, 4.46593, -1.57271)
H (13.55144, 2.70122, 0.53667)
H (11.75836, 3.02537, 0.17260)
H (12.13223, 5.21109, 0.75073)
H (13.47708, 3.61825, 2.66505)
H (11.89379, 3.90820, 2.66856)
H (13.05752, 5.22071, 4.30542)
H (12.48666, 6.54119, 3.20841)
H (14.60777, 7.72813, 4.57533)
H (14.08900, 8.41426, 3.16992)
H (15.68300, 7.88921, 3.11596)
O (12.60195, 12.04855, -1.34267)
H (12.28265, 12.64576, -0.66619)
H (12.09481, 11.24700, -1.21401)